Entry from OMol25: a structure of composition C18H29N2O2P2Sc (ωB97M-V/def2-TZVPD).

* energy above the lowest of the compared OMol25 structures with the same formula, charge and spin: 9.0 kcal/mol
* highest occupied orbital energy: -0.1913 hartree
* E_tot: -65485.35594 eV
* molar mass: 412.346 u

```
! RIJCOSX wB97M-V def2-TZVPD def2/J DEFGRID3
* xyz 0 1
C 3.65 -2.48 0.28
C 2.77 -1.37 0.21
N 1.42 -1.56 0.51
C 0.98 -2.77 0.94
C 1.83 -3.86 1.01
C 3.18 -3.72 0.67
C 3.23 -0.11 -0.28
P 2.16 1.31 -0.31
Sc 0.01 -0.07 -0.28
P -1.65 -1.69 0.70
C -0.49 -2.98 1.33
C -1.44 1.98 -0.02
C -1.63 3.03 1.00
C -2.61 3.98 0.86
C -3.36 3.92 -0.36
C -3.22 2.90 -1.29
C -2.32 1.84 -1.08
O 2.53 -1.20 -3.17
O 0.28 -2.56 -2.73
H 4.68 -2.31 -0.01
H 1.39 -4.82 1.31
H 3.84 -4.58 0.71
C 2.70 2.50 0.94
C 2.34 2.18 -1.92
H -0.80 -3.97 0.95
H -0.59 -3.01 2.43
H 2.98 -0.89 -2.34
H 4.28 -0.04 -0.60
C -2.97 -1.49 1.91
C -2.48 -2.62 -0.65
H -0.56 2.47 2.76
H -2.74 4.75 1.63
H -4.08 4.72 -0.54
H -3.85 2.88 -2.18
H -2.34 0.92 -1.67
H -0.40 0.19 -2.30
H -0.21 -2.52 -3.57
H 1.17 -2.16 -2.94
H 3.24 -1.65 -3.68
H -0.43 -0.60 -2.20
H 3.69 2.90 0.69
H 1.96 3.31 0.97
H 2.72 2.00 1.92
H 3.32 2.68 -1.98
H 2.22 1.48 -2.75
H 1.54 2.93 -1.97
H -3.01 -3.48 -0.24
H -3.20 -1.94 -1.13
H -1.74 -2.93 -1.40
H -3.50 -2.44 2.08
H -2.56 -1.10 2.85
H -3.67 -0.74 1.50
N -1.22 2.16 2.06
C -0.93 1.15 1.08
*
```

=====

Entry from OMol25: a structure of composition C18H29N2O2P2SeYb (ωB97M-V/def2-TZVPD).

* <S²>: 0.75
* energy above the lowest of the compared OMol25 structures with the same formula, charge and spin: 0.0 kcal/mol
* highest occupied orbital energy (spin up / spin down): -0.1441 / -0.2292 hartree
* E_tot: -141662.00526 eV
* molar mass: 619.390 u

```
! RIJCOSX wB97M-V def2-TZVPD def2/J DEFGRID3
* xyz 0 2
C -3.62 -1.62 -0.80
C -2.23 -1.36 -0.92
N -1.48 -1.16 0.23
C -2.04 -1.41 1.42
C -3.40 -1.67 1.58
C -4.20 -1.77 0.44
C -1.62 -1.33 -2.20
P 0.13 -1.40 -2.52
Yb 0.80 -0.32 0.06
P -0.43 0.21 3.04
C -1.10 -1.41 2.64
C 2.38 1.55 0.88
C 3.28 0.94 0.00
C 4.23 1.72 -0.69
C 4.30 3.10 -0.46
C 3.39 3.71 0.41
C 2.44 2.94 1.09
O -4.83 2.62 -3.56
O 1.20 2.01 -3.44
H -4.19 -1.74 -1.72
H -3.79 -1.80 2.59
H -5.27 -1.98 0.54
C 0.48 -3.20 -2.75
C 0.16 -0.83 -4.26
H -1.65 -1.76 3.52
H -0.27 -2.12 2.48
H -4.55 2.26 -4.40
H -2.31 -1.33 -3.06
C 0.81 0.05 4.32
C -1.74 1.31 3.54
H 3.30 -0.16 -0.11
H 4.92 1.24 -1.40
H 5.07 3.70 -0.96
H 3.44 4.79 0.57
H 1.75 3.42 1.80
H 1.61 0.94 1.44
H 2.07 2.42 -3.61
H 0.57 2.72 -3.55
H -4.40 2.05 -2.90
H 0.24 0.83 1.92
H 0.25 -3.50 -3.78
H 1.55 -3.36 -2.54
H -0.12 -3.79 -2.04
H 0.03 -1.67 -4.95
H -0.63 -0.09 -4.41
H 1.13 -0.33 -4.43
H -1.92 1.22 4.62
H -1.44 2.34 3.32
H -2.67 1.10 3.00
H 0.34 0.14 5.31
H 1.34 -0.92 4.24
H 1.53 0.87 4.17
Se 2.95 -3.65 3.23
C 2.35 -2.63 1.94
N 1.89 -1.89 1.11
*
```

=====

Entry from OMol25: a structure of composition C18H29N2O4P2PmS2 (ωB97M-V/def2-TZVPD).

* <S²>: 6.07
* energy above the lowest of the compared OMol25 structures with the same formula, charge and spin: 18.2 kcal/mol
* highest occupied orbital energy (spin up / spin down): -0.1982 / -0.1973 hartree
* E_tot: -87104.80924 eV
* molar mass: 608.522 u

```
! RIJCOSX wB97M-V def2-TZVPD def2/J DEFGRID3
* xyz 0 5
C -0.73 0.74 -3.78
C -0.80 0.38 -2.41
N 0.19 0.78 -1.52
C 0.95 1.84 -1.90
C 0.94 2.33 -3.21
C 0.11 1.74 -4.18
C -1.92 -0.37 -1.99
P -2.25 -0.54 -0.15
Pm 0.58 -0.84 0.79
P 2.44 1.46 0.42
C 1.79 2.58 -0.84
O -0.71 -3.26 -5.00
O -0.60 -4.40 -0.11
H -1.34 0.21 -4.50
H 1.54 3.22 -3.43
H 0.17 2.09 -5.21
C -3.81 0.44 -0.08
C -3.17 -2.19 -0.51
H 2.60 3.07 -1.40
H 1.17 3.35 -0.37
H -0.71 -4.25 -4.91
H -2.54 -0.76 -2.77
C 2.90 2.71 1.66
C 4.06 1.14 -0.36
H 2.78 -1.06 1.66
H -1.10 -5.28 -0.13
H 0.32 -4.58 -0.29
H 0.24 -3.10 -5.08
H -0.99 0.44 0.86
H 2.87 -1.74 1.26
H -4.59 0.03 -0.74
H -4.17 0.44 0.96
H -3.55 1.46 -0.38
H -3.87 -2.08 -1.36
H -2.44 -2.98 -0.74
H -3.74 -2.47 0.39
H 4.68 2.04 -0.33
H 4.55 0.36 0.21
H 3.92 0.78 -1.39
H 3.87 3.17 1.41
H 2.12 3.48 1.71
H 2.98 2.24 2.64
O 0.63 2.00 3.86
S 0.97 0.64 4.23
O 2.33 0.30 4.55
N 0.40 -0.42 3.05
C -0.59 -1.26 3.46
S -1.17 -2.40 2.36
C -0.98 -1.01 4.83
C -2.01 -1.58 5.60
C -2.22 -1.13 6.90
C -1.40 -0.12 7.46
C -0.36 0.45 6.70
C -0.20 0.00 5.40
H -2.62 -2.36 5.15
H -3.02 -1.55 7.49
H -1.57 0.25 8.48
H 0.32 1.21 7.09
*
```

=====

Among the records above, which one has the highest E_tot?
C18H29N2O2P2Sc

=====

Which of these has the lowest molar mass?
C18H29N2O2P2Sc

=====

What did the first record say?
Entry from OMol25: a structure of composition C18H29N2O2P2Sc (ωB97M-V/def2-TZVPD).

* energy above the lowest of the compared OMol25 structures with the same formula, charge and spin: 9.0 kcal/mol
* highest occupied orbital energy: -0.1913 hartree
* E_tot: -65485.35594 eV
* molar mass: 412.346 u

```
! RIJCOSX wB97M-V def2-TZVPD def2/J DEFGRID3
* xyz 0 1
C 3.65 -2.48 0.28
C 2.77 -1.37 0.21
N 1.42 -1.56 0.51
C 0.98 -2.77 0.94
C 1.83 -3.86 1.01
C 3.18 -3.72 0.67
C 3.23 -0.11 -0.28
P 2.16 1.31 -0.31
Sc 0.01 -0.07 -0.28
P -1.65 -1.69 0.70
C -0.49 -2.98 1.33
C -1.44 1.98 -0.02
C -1.63 3.03 1.00
C -2.61 3.98 0.86
C -3.36 3.92 -0.36
C -3.22 2.90 -1.29
C -2.32 1.84 -1.08
O 2.53 -1.20 -3.17
O 0.28 -2.56 -2.73
H 4.68 -2.31 -0.01
H 1.39 -4.82 1.31
H 3.84 -4.58 0.71
C 2.70 2.50 0.94
C 2.34 2.18 -1.92
H -0.80 -3.97 0.95
H -0.59 -3.01 2.43
H 2.98 -0.89 -2.34
H 4.28 -0.04 -0.60
C -2.97 -1.49 1.91
C -2.48 -2.62 -0.65
H -0.56 2.47 2.76
H -2.74 4.75 1.63
H -4.08 4.72 -0.54
H -3.85 2.88 -2.18
H -2.34 0.92 -1.67
H -0.40 0.19 -2.30
H -0.21 -2.52 -3.57
H 1.17 -2.16 -2.94
H 3.24 -1.65 -3.68
H -0.43 -0.60 -2.20
H 3.69 2.90 0.69
H 1.96 3.31 0.97
H 2.72 2.00 1.92
H 3.32 2.68 -1.98
H 2.22 1.48 -2.75
H 1.54 2.93 -1.97
H -3.01 -3.48 -0.24
H -3.20 -1.94 -1.13
H -1.74 -2.93 -1.40
H -3.50 -2.44 2.08
H -2.56 -1.10 2.85
H -3.67 -0.74 1.50
N -1.22 2.16 2.06
C -0.93 1.15 1.08
*
```

=====

molar mass of number 2 (C18H29N2O2P2SeYb)?
619.390 u